26
Properties=species:S:1:pos:R:3:lowdin_charge:R:1 method="wB97M-V/def2-TZVPD" de_lowest_kj_mol=106.46 smiles=Cc1ccccc1.CCC gap_ha=0.3649 multiplicity=1
C -1.507 -0.374 -1.798 -0.306
C -0.345 -1.305 -2.150 -0.148
C -2.492 -0.314 -2.972 -0.117
H -1.913 -0.785 -0.868 0.098
H -1.067 0.567 -1.467 0.093
H -0.660 -2.325 -2.408 0.076
H -1.966 -0.444 -3.912 0.060
H -3.311 -1.044 -2.877 0.076
H 0.397 -1.472 -1.352 0.029
H 0.350 -0.994 -2.917 0.065
H -2.824 0.738 -3.012 0.069
C 0.023 -0.398 3.451 -0.061
C 1.102 -0.539 1.226 -0.066
C 0.498 0.286 2.199 -0.277
C 1.790 0.007 0.159 -0.117
C 0.783 1.643 2.162 -0.067
C 2.050 1.377 0.114 -0.081
C 1.511 2.195 1.119 -0.086
H 1.265 -1.593 1.395 0.114
H 2.190 -0.696 -0.564 0.097
H -0.745 -1.157 3.221 0.081
H -0.298 0.416 4.128 0.083
H 0.289 2.218 2.929 0.103
H 2.652 1.820 -0.677 0.100
H 1.474 3.279 1.029 0.102
H 0.756 -1.105 3.842 0.079